# C13H22N6O2SV

A molecular structure, C13H22N6O2SV (ωB97M-V/def2-TZVPD, the OMol25 dataset).

E_HOMO (alpha / beta) = -18.331 / -18.331 eV
LUMO (alpha / beta) = -12.215 / -12.218 eV
net charge = +3
relative energy (zero: lowest compared OMol25 entry of this formula, charge and spin) = 15.8 kcal/mol
F_max = 0.0131 hartree/bohr
E = -63367.2057 eV
HOMO-LUMO gap (alpha / beta) = 6.116 / 6.113 eV

CARTESIAN COORDINATES (ANGSTROEM)
1 V -0.760 -0.398 0.519
2 N -2.037 -2.175 1.094
3 C -3.293 -1.556 1.637
4 C -3.767 -0.556 0.622
5 N -2.681 0.468 0.372
6 C -2.881 1.114 -0.973
7 C -2.390 0.150 -2.029
8 N -1.020 -0.319 -1.635
9 H -2.281 -2.878 0.397
10 H -1.585 -2.683 1.855
11 H -3.043 -1.085 2.589
12 H -4.056 -2.308 1.834
13 H -4.684 -0.045 0.911
14 H -3.953 -1.058 -0.326
15 H -2.764 1.185 1.095
16 H -2.319 2.046 -0.984
17 H -3.936 1.350 -1.111
18 H -2.371 0.623 -3.010
19 H -3.024 -0.731 -2.111
20 H -0.348 0.377 -1.956
21 H -0.784 -1.162 -2.157
22 C 1.902 4.314 -0.285
23 N 2.351 2.914 -0.454
24 C 3.586 2.581 -1.002
25 C 3.691 1.248 -0.982
26 N 2.507 0.747 -0.398
27 C 1.712 1.806 -0.100
28 S 0.093 1.836 0.525
29 C 2.389 -0.599 0.023
30 C 3.549 -1.329 0.247
31 C 3.467 -2.678 0.527
32 C 2.217 -3.285 0.577
33 C 1.116 -2.489 0.401
34 N 1.172 -1.155 0.144
35 H 2.005 4.819 -1.241
36 H 2.524 4.786 0.472
37 H 0.864 4.323 0.029
38 H 4.260 3.336 -1.369
39 H 4.462 0.602 -1.357
40 H 4.510 -0.840 0.216
41 H 4.369 -3.250 0.702
42 H 2.099 -4.342 0.765
43 H 0.128 -2.926 0.448
44 O -0.570 -0.391 2.136
45 O -0.428 -0.391 3.341